# 1
ORCA calculation (wB97M-V/def2-TZVPD) on one molecule with the formula C6H11N in a non-equilibrium geometry.

Geometry as XYZ:
```
18
Properties=species:S:1:pos:R:3
C 1.700 -2.538 -1.526
C 1.464 -1.038 -1.476
C 1.377 -0.395 -0.318
C 0.638 0.844 -0.015
C -0.418 0.828 0.801
N -1.174 2.036 1.132
C -2.579 1.699 1.266
H 2.533 -2.748 -0.839
H 2.163 -2.816 -2.469
H 0.884 -3.188 -1.229
H 1.066 -0.583 -2.379
H 1.857 -0.848 0.552
H 0.632 1.615 -0.787
H -0.546 0.094 1.602
H -0.670 2.388 1.927
H -3.014 1.779 0.262
H -2.699 0.638 1.528
H -3.215 2.233 1.968
```

As for the net charge: 0. The calculation puts the orbital gap at 9.7 eV. The SMILES is C/C=C/C=C/NC. Its HOMO energy is -8.55 eV.

The net atomic charges from Mulliken, expressed in e, are: number 1, C, carries -1.049; number 2, C, carries 0.021; number 3, C, carries -0.267; number 4, C, carries -0.550; number 5, C, carries -0.309; number 6, N, carries -0.389; number 7, C, carries -0.754; number 8, H, carries 0.303; number 9, H, carries 0.333; number 10, H, carries 0.261; number 11, H, carries 0.324; number 12, H, carries 0.296; number 13, H, carries 0.328; number 14, H, carries 0.324; number 15, H, carries 0.268; number 16, H, carries 0.246; number 17, H, carries 0.278; number 18, H, carries 0.336

***

# 2
ORCA calculation (wB97M-V/def2-TZVPD) on C28H38F4N5O4Ru as an isolated structure in a non-equilibrium geometry.

Geometry as XYZ:
```
80
Properties=species:S:1:pos:R:3
Ru 0.886 -0.464 -1.077
C 0.949 1.569 -3.513
N 1.090 1.490 -2.054
C 0.189 2.465 -1.418
C 2.493 1.770 -1.647
C 3.425 0.626 -2.044
N 2.712 -0.619 -1.805
C 3.194 -1.831 -2.191
C 2.340 -2.953 -2.128
F 1.025 -2.741 -1.785
C 2.739 -4.230 -2.446
F 1.855 -5.227 -2.350
C 4.027 -4.486 -2.871
C 4.881 -3.406 -2.980
F 6.129 -3.601 -3.409
C 4.493 -2.121 -2.655
F 5.399 -1.133 -2.776
H 1.194 2.581 -3.855
H -0.077 1.344 -3.798
H 1.611 0.858 -4.002
H 0.466 3.486 -1.702
H 0.245 2.347 -0.337
H -0.833 2.270 -1.743
H 2.493 1.869 -0.563
H 2.835 2.714 -2.086
H 4.338 0.694 -1.446
H 3.725 0.710 -3.093
H 4.345 -5.486 -3.125
O 1.365 -1.652 0.837
C 1.451 -0.642 1.557
O 1.570 0.537 1.128
C 1.394 -0.792 3.091
N 1.141 0.580 3.639
C 2.061 0.838 4.787
C 2.685 -0.522 5.090
C 2.729 -1.201 3.720
H 0.597 -1.484 3.357
H 0.140 0.776 3.841
H 1.354 1.159 2.797
H 1.510 1.244 5.631
H 2.817 1.557 4.476
H 2.043 -1.088 5.767
H 3.666 -0.428 5.550
H 2.831 -2.281 3.782
H 3.557 -0.812 3.123
O -1.695 1.585 3.631
C -2.038 1.668 2.467
O -1.275 1.213 1.494
C -3.357 2.287 2.006
N -3.420 2.218 0.535
C -3.321 3.595 0.023
C -3.920 4.476 1.115
C -3.455 3.784 2.401
H -4.160 1.712 2.470
H -4.282 1.787 0.227
H -1.812 1.323 0.665
H -3.828 3.684 -0.936
H -2.265 3.846 -0.125
H -5.009 4.459 1.051
H -3.589 5.511 1.055
H -4.151 3.935 3.222
H -2.480 4.161 2.714
C -1.789 -2.168 1.359
C -2.486 -2.207 0.032
C -3.562 -3.042 -0.176
C -4.183 -3.135 -1.417
C -3.696 -2.400 -2.494
C -2.620 -1.555 -2.351
C -2.055 -0.807 -3.522
C -1.986 -1.406 -1.061
N -1.012 -0.526 -0.898
H -2.458 -2.488 2.158
H -1.416 -1.167 1.566
H -0.927 -2.837 1.335
H -3.928 -3.641 0.650
H -5.022 -3.804 -1.551
H -4.164 -2.499 -3.466
H -2.330 -1.288 -4.459
H -0.968 -0.775 -3.445
H -2.426 0.222 -3.548
```

As for the net charge: +1. The spin multiplicity is 5. The calculation puts the orbital gap (spin up / spin down) at 7.5 / 6.5 eV. Its HOMO energy (spin up / spin down) is -9.63 / -9.94 eV.

The net atomic charges from Mulliken, expressed in e, are: number 1, Ru, carries 1.177; number 2, C, carries -1.085; number 3, N, carries 0.676; number 4, C, carries -1.561; number 5, C, carries -0.666; number 6, C, carries -1.102; number 7, N, carries 0.244; number 8, C, carries -0.125; number 9, C, carries 0.313; number 10, F, carries -0.065; number 11, C, carries -0.232; number 12, F, carries -0.295; number 13, C, carries -0.480; number 14, C, carries 0.078; number 15, F, carries -0.303; number 16, C, carries 0.501; number 17, F, carries -0.322; number 18, H, carries 0.243; number 19, H, carries 0.230; number 20, H, carries 0.325; number 21, H, carries 0.434; number 22, H, carries 0.244; number 23, H, carries 0.383; number 24, H, carries 0.186; number 25, H, carries 0.453; number 26, H, carries 0.503; number 27, H, carries 0.534; number 28, H, carries 0.527; number 29, O, carries -0.584; number 30, C, carries 0.507; number 31, O, carries -0.753; number 32, C, carries -0.035; number 33, N, carries 0.408; number 34, C, carries -0.616; number 35, C, carries -0.611; number 36, C, carries -0.836; number 37, H, carries 0.400; number 38, H, carries 0.280; number 39, H, carries 0.181; number 40, H, carries 0.357; number 41, H, carries 0.357; number 42, H, carries 0.322; number 43, H, carries 0.405; number 44, H, carries 0.416; number 45, H, carries 0.335; number 46, O, carries -0.807; number 47, C, carries -0.017; number 48, O, carries 0.140; number 49, C, carries 0.558; number 50, N, carries -0.494; number 51, C, carries -0.498; number 52, C, carries -0.643; number 53, C, carries -0.846; number 54, H, carries 0.454; number 55, H, carries 0.297; number 56, H, carries -0.138; number 57, H, carries 0.531; number 58, H, carries 0.007; number 59, H, carries 0.296; number 60, H, carries 0.368; number 61, H, carries 0.345; number 62, H, carries 0.328; number 63, C, carries -0.513; number 64, C, carries 0.961; number 65, C, carries -0.746; number 66, C, carries -0.713; number 67, C, carries -0.757; number 68, C, carries 1.052; number 69, C, carries -1.012; number 70, C, carries -0.460; number 71, N, carries -0.312; number 72, H, carries 0.594; number 73, H, carries -0.657; number 74, H, carries 0.316; number 75, H, carries 0.468; number 76, H, carries 0.405; number 77, H, carries 0.476; number 78, H, carries 0.494; number 79, H, carries -0.095; number 80, H, carries 0.271

***

# 3
ORCA calculation (wB97M-V/def2-TZVPD) on C28H24N3SSbTl as an isolated structure.

Geometry as XYZ:
```
58
Properties=species:S:1:pos:R:3
Tl -0.928 1.068 3.738
N -4.224 0.906 1.748
C -3.726 -0.367 1.981
C -4.591 -1.446 1.738
C -4.127 -2.727 1.919
C -2.816 -2.922 2.346
C -2.048 -1.810 2.590
N -2.484 -0.552 2.421
C -3.604 2.133 1.539
C -4.339 3.109 0.851
C -3.745 4.317 0.568
C -2.436 4.544 0.985
C -1.809 3.549 1.697
N -2.373 2.364 1.980
H -5.180 0.897 1.435
H -5.608 -1.262 1.416
H -4.771 -3.574 1.722
H -2.422 -3.917 2.490
H -1.027 -1.901 2.949
H -5.358 2.909 0.545
H -4.293 5.076 0.025
H -1.932 5.474 0.766
H -0.802 3.687 2.078
S 1.470 1.120 1.965
Sb 1.923 -0.059 0.064
C 1.165 -2.050 -0.037
C -0.055 -2.235 -0.677
C -0.579 -3.513 -0.797
C 0.122 -4.602 -0.298
C 1.332 -4.413 0.355
C 1.849 -3.134 0.502
C 1.033 0.893 -1.616
C 0.204 1.989 -1.421
C -0.391 2.597 -2.517
C -0.144 2.118 -3.796
C 0.700 1.032 -3.986
C 1.290 0.412 -2.894
C 4.003 -0.050 -0.371
C 4.737 -1.212 -0.565
C 6.092 -1.120 -0.854
C 6.701 0.122 -0.956
C 5.956 1.280 -0.779
C 4.605 1.198 -0.482
H -0.585 -1.383 -1.091
H -1.536 -3.660 -1.282
H -0.276 -5.601 -0.417
H 1.880 -5.262 0.742
H 2.772 -2.991 1.051
H 0.036 2.364 -0.416
H -1.045 3.448 -2.376
H -0.607 2.595 -4.649
H 0.899 0.672 -4.987
H 1.948 -0.437 -3.045
H 4.269 -2.186 -0.510
H 6.670 -2.023 -1.004
H 7.758 0.188 -1.175
H 6.427 2.249 -0.875
H 4.021 2.099 -0.332
```

As for the net charge: +1. The calculation puts the orbital gap at 8.8 eV. Its HOMO energy is -11.02 eV.

The net atomic charges from Mulliken, expressed in e, are: number 1, Tl, carries 0.635; number 2, N, carries -0.149; number 3, C, carries 0.568; number 4, C, carries -0.701; number 5, C, carries -0.419; number 6, C, carries -0.819; number 7, C, carries -0.029; number 8, N, carries -0.088; number 9, C, carries 0.504; number 10, C, carries -0.668; number 11, C, carries -0.428; number 12, C, carries -0.880; number 13, C, carries -0.065; number 14, N, carries -0.047; number 15, H, carries 0.124; number 16, H, carries 0.362; number 17, H, carries 0.431; number 18, H, carries 0.460; number 19, H, carries 0.303; number 20, H, carries 0.359; number 21, H, carries 0.437; number 22, H, carries 0.442; number 23, H, carries 0.415; number 24, S, carries -0.571; number 25, Sb, carries 1.808; number 26, C, carries 0.130; number 27, C, carries -0.379; number 28, C, carries -0.687; number 29, C, carries -0.503; number 30, C, carries -0.642; number 31, C, carries -0.427; number 32, C, carries 0.081; number 33, C, carries -0.469; number 34, C, carries -0.404; number 35, C, carries -0.488; number 36, C, carries -0.602; number 37, C, carries -0.431; number 38, C, carries 0.455; number 39, C, carries -0.311; number 40, C, carries -0.605; number 41, C, carries -0.480; number 42, C, carries -0.649; number 43, C, carries -0.634; number 44, H, carries 0.419; number 45, H, carries 0.443; number 46, H, carries 0.421; number 47, H, carries 0.413; number 48, H, carries 0.530; number 49, H, carries 0.288; number 50, H, carries 0.438; number 51, H, carries 0.392; number 52, H, carries 0.397; number 53, H, carries 0.389; number 54, H, carries 0.381; number 55, H, carries 0.402; number 56, H, carries 0.390; number 57, H, carries 0.386; number 58, H, carries 0.374

***

# 4
ORCA calculation (wB97M-V/def2-TZVPD) on C29H33F5IrN6 as an isolated structure in a non-equilibrium geometry.

Geometry as XYZ:
```
74
Properties=species:S:1:pos:R:3
Ir -0.781 0.024 -0.163
C 0.348 -2.684 2.324
C 1.077 -2.097 1.108
C 1.448 -3.187 0.095
C 2.279 -1.320 1.532
C 3.310 -2.121 2.106
C 4.475 -1.573 2.573
C 4.633 -0.212 2.448
C 3.663 0.665 1.861
C 4.161 2.095 1.814
C 3.504 2.972 2.915
C 4.287 2.672 0.384
C 2.420 0.102 1.409
N 1.352 0.793 0.839
C 1.277 2.096 0.741
C 0.250 2.773 0.064
C 0.162 4.193 -0.147
C -0.975 4.392 -0.853
C -1.592 3.086 -1.063
N -0.832 2.146 -0.512
C -2.877 2.799 -1.767
C -3.540 4.091 -2.245
C -2.577 1.876 -2.967
C -3.821 2.060 -0.796
H -0.517 -3.252 1.985
H 0.008 -1.901 3.001
H 0.998 -3.362 2.882
H 0.373 -1.415 0.605
H 2.040 -3.976 0.564
H 2.017 -2.784 -0.743
H 0.542 -3.649 -0.296
H 3.171 -3.191 2.186
H 5.248 -2.186 3.013
H 5.561 0.220 2.802
H 5.198 2.049 2.146
H 2.421 2.903 2.996
H 3.784 4.013 2.756
H 3.899 2.673 3.886
H 3.460 2.466 -0.289
H 5.174 2.245 -0.083
H 4.439 3.750 0.438
H 2.005 2.744 1.188
H 0.874 4.932 0.186
H -1.362 5.334 -1.203
H -2.905 4.625 -2.954
H -3.765 4.752 -1.407
H -4.477 3.858 -2.748
H -1.894 2.355 -3.670
H -3.506 1.647 -3.487
H -2.128 0.942 -2.627
H -4.040 2.672 0.081
H -3.377 1.122 -0.462
H -4.757 1.837 -1.305
N -4.876 -4.318 2.598
C -4.119 -3.673 1.716
N -3.842 -4.240 0.538
N -3.659 -2.486 2.061
C -2.892 -1.652 1.507
N -2.192 -0.819 1.078
H -5.285 -5.212 2.388
H -5.050 -3.913 3.501
H -4.252 -5.125 0.285
H -3.350 -3.738 -0.184
F 1.293 0.352 -2.434
C 0.579 -0.749 -2.781
C -0.423 -1.174 -1.925
C -1.098 -2.316 -2.302
F -2.060 -2.819 -1.483
C -0.821 -3.004 -3.471
F -1.497 -4.107 -3.782
C 0.181 -2.538 -4.311
F 0.465 -3.186 -5.428
C 0.894 -1.398 -3.961
F 1.868 -0.948 -4.747
```

As for the net charge: +2. The spin multiplicity is 6. The calculation puts the orbital gap (spin up / spin down) at 6.7 / 3.5 eV. Its HOMO energy (spin up / spin down) is -12.94 / -13.32 eV.

The net atomic charges from Mulliken, expressed in e, are: number 1, Ir, carries 1.063; number 2, C, carries -1.570; number 3, C, carries 4.344; number 4, C, carries -1.677; number 5, C, carries 0.362; number 6, C, carries -0.323; number 7, C, carries -1.631; number 8, C, carries -0.990; number 9, C, carries 1.246; number 10, C, carries 0.076; number 11, C, carries -1.396; number 12, C, carries -1.394; number 13, C, carries 0.296; number 14, N, carries 0.231; number 15, C, carries 0.346; number 16, C, carries -0.415; number 17, C, carries -1.576; number 18, C, carries -0.864; number 19, C, carries -0.238; number 20, N, carries -0.055; number 21, C, carries 2.379; number 22, C, carries -2.213; number 23, C, carries -1.374; number 24, C, carries -1.374; number 25, H, carries 0.360; number 26, H, carries 0.376; number 27, H, carries 0.433; number 28, H, carries -3.241; number 29, H, carries 0.498; number 30, H, carries 0.366; number 31, H, carries 0.378; number 32, H, carries 0.424; number 33, H, carries 0.460; number 34, H, carries 0.451; number 35, H, carries 0.799; number 36, H, carries 0.375; number 37, H, carries 0.401; number 38, H, carries 0.416; number 39, H, carries 0.283; number 40, H, carries 0.434; number 41, H, carries 0.354; number 42, H, carries 0.448; number 43, H, carries 0.559; number 44, H, carries 0.619; number 45, H, carries 0.460; number 46, H, carries 0.464; number 47, H, carries 0.423; number 48, H, carries 0.401; number 49, H, carries 0.465; number 50, H, carries 0.107; number 51, H, carries 0.404; number 52, H, carries 0.145; number 53, H, carries 0.446; number 54, N, carries -0.363; number 55, C, carries 0.700; number 56, N, carries -0.277; number 57, N, carries -0.678; number 58, C, carries 0.655; number 59, N, carries -0.399; number 60, H, carries 0.206; number 61, H, carries 0.250; number 62, H, carries 0.226; number 63, H, carries 0.190; number 64, F, carries -0.330; number 65, C, carries 0.670; number 66, C, carries -0.810; number 67, C, carries 0.236; number 68, F, carries -0.167; number 69, C, carries 0.252; number 70, F, carries -0.309; number 71, C, carries 0.659; number 72, F, carries -0.288; number 73, C, carries 0.114; number 74, F, carries -0.301

***

# 5
ORCA calculation (wB97M-V/def2-TZVPD) on C2H3N3OS2 as an isolated structure in a non-equilibrium geometry.

Geometry as XYZ:
```
11
Properties=species:S:1:pos:R:3
C 2.485 0.404 -1.085
C -0.647 -1.081 0.019
N 2.892 0.843 -2.065
N -1.960 -0.794 0.128
N 0.248 0.346 0.334
O -0.011 -2.061 -0.288
S -0.231 1.308 1.653
S 1.927 -0.033 0.464
H -2.337 0.047 0.215
H -2.530 -1.497 -0.306
H 0.165 2.519 0.931
```

As for the net charge: 0. The calculation puts the orbital gap at 9.3 eV. Its HOMO energy is -9.19 eV.

The net atomic charges from Mulliken, expressed in e, are: number 1, C, carries 0.356; number 2, C, carries 0.634; number 3, N, carries -0.380; number 4, N, carries -0.331; number 5, N, carries -0.267; number 6, O, carries -0.478; number 7, S, carries -0.171; number 8, S, carries -0.002; number 9, H, carries 0.193; number 10, H, carries 0.258; number 11, H, carries 0.186

***

| no. | energy (eV) |
| --- | --- |
| 1 | -7888.0383 |
| 2 | -58738.5114 |
| 3 | -55957.4196 |
| 4 | -55955.9853 |
| 5 | -30308.8397 |